(1)
{"formula": "C4H8N2O", "method": "ωB97M-V/def2-TZVPD", "species": ["H", "N", "C", "O", "C", "C", "C", "N", "H", "H", "H", "H", "H", "H", "H"], "xyz": [[-2.25, 0.82, -0.98], [-2.20, -0.19, -0.70], [-1.16, 0.06, -0.03], [-0.81, 1.42, -0.03], [0.54, 1.39, -0.43], [1.09, 0.35, 0.53], [-0.01, -0.74, 0.55], [0.34, -1.85, -0.33], [0.60, 1.06, -1.48], [0.97, 2.39, -0.34], [2.06, -0.04, 0.23], [1.15, 0.83, 1.52], [-0.23, -1.05, 1.59], [0.98, -2.48, 0.15], [-0.49, -2.39, -0.57]], "homo_lumo_gap_ev": 10.8, "lumo_energy_ev": 0.916, "charge": 0}

(2)
{"formula": "BH20O8", "method": "ωB97M-V/def2-TZVPD", "species": ["B", "H", "H", "H", "H", "O", "H", "H", "O", "H", "H", "O", "H", "H", "O", "H", "H", "O", "H", "H", "O", "H", "H", "O", "H", "H", "O", "H", "H"], "xyz": [[-37.48, -49.71, 17.77], [-37.38, -50.81, 17.84], [-37.60, -49.28, 18.88], [-36.67, -49.14, 17.17], [-38.57, -49.43, 17.19], [-34.92, -50.21, 14.45], [-35.68, -50.42, 14.01], [-34.94, -50.55, 15.31], [-37.01, -52.18, 20.40], [-36.82, -51.38, 20.04], [-36.79, -52.04, 21.27], [-41.16, -50.66, 18.63], [-40.24, -50.33, 18.24], [-41.07, -51.58, 18.54], [-39.00, -50.06, 21.50], [-39.37, -49.81, 20.62], [-38.21, -50.44, 21.27], [-34.56, -48.51, 19.68], [-33.96, -49.23, 20.05], [-35.22, -48.76, 19.12], [-34.75, -51.28, 17.22], [-35.56, -50.90, 17.44], [-34.80, -52.32, 17.53], [-38.33, -49.70, 14.21], [-38.11, -49.31, 15.10], [-39.22, -49.66, 14.43], [-37.90, -46.19, 16.66], [-37.59, -46.99, 16.83], [-38.66, -45.92, 17.31]], "homo_lumo_gap_ev": 9.6, "lumo_energy_ev": 2.830, "charge": -1}

(3)
{"formula": "C38H67Al2Br3ClCsF5N3NaO9S", "method": "ωB97M-V/def2-TZVPD", "species": ["C", "C", "C", "C", "O", "O", "C", "C", "C", "C", "O", "S", "O", "O", "O", "C", "C", "C", "N", "C", "C", "C", "C", "C", "N", "C", "C", "C", "C", "C", "H", "H", "H", "H", "H", "H", "H", "H", "H", "H", "H", "H", "H", "H", "H", "H", "H", "H", "H", "H", "H", "H", "H", "H", "H", "H", "H", "H", "H", "H", "H", "H", "H", "H", "H", "H", "H", "Cs", "C", "Br", "Br", "Br", "H", "Al", "F", "Cl", "F", "Al", "F", "F", "F", "Na", "C", "C", "C", "C", "C", "C", "H", "H", "H", "H", "H", "H", "C", "C", "O", "C", "O", "O", "C", "H", "H", "H", "H", "H", "H", "H", "H", "C", "C", "N", "C", "C", "C", "C", "H", "H", "H", "H", "H", "H", "H", "H", "H", "H", "H", "H", "H", "H", "H"], "xyz": [[-2.63, -3.01, 1.46], [-2.85, -1.64, 1.20], [-3.31, -1.38, -0.05], [-3.85, -2.68, -0.40], [-3.19, -3.58, 0.26], [-4.77, -2.85, -1.13], [-4.57, -0.41, 0.18], [-5.62, -1.10, 1.03], [-6.06, -0.20, 2.19], [-6.80, 1.04, 1.75], [-6.78, -0.98, 3.11], [-5.31, 0.35, -1.29], [-6.46, -0.35, -1.66], [-5.50, 1.71, -1.02], [-4.23, 0.13, -2.43], [-2.96, 0.50, -1.88], [-2.14, 1.14, -3.05], [-2.37, 2.67, -3.10], [-1.80, 3.45, -3.90], [-2.28, -0.69, -1.07], [-1.05, -0.04, -0.33], [-1.36, 1.18, 0.55], [-0.63, 2.44, 0.08], [-1.15, 3.73, 0.70], [-1.32, 3.68, 2.14], [-1.59, -1.74, -2.03], [-2.45, -2.21, -3.30], [-0.88, -2.89, -1.30], [-0.99, -4.27, -1.90], [-0.03, -5.01, -1.01], [-3.29, -3.64, 2.04], [-1.70, -3.50, 1.15], [-2.74, -0.88, 1.95], [-4.19, 0.41, 0.77], [-5.25, -2.00, 1.49], [-6.51, -1.34, 0.47], [-5.15, 0.11, 2.69], [-7.32, 1.43, 2.61], [-7.47, 0.85, 0.94], [-6.11, 1.81, 1.46], [-7.67, -1.07, 2.76], [-3.20, 1.35, -1.26], [-2.49, 0.78, -4.08], [-1.03, 0.97, -2.96], [-3.10, 3.11, -2.44], [-1.17, 2.94, -4.53], [-0.29, 0.32, -1.04], [-0.52, -0.78, 0.25], [-1.01, 0.99, 1.55], [-2.41, 1.43, 0.64], [0.40, 2.32, 0.40], [-0.63, 2.47, -1.00], [-0.41, 4.48, 0.48], [-2.07, 4.04, 0.25], [-2.18, 3.21, 2.38], [-0.56, 3.21, 2.59], [-0.73, -1.17, -2.46], [-1.74, -2.72, -4.01], [-2.93, -1.39, -3.90], [-3.21, -2.93, -3.09], [0.17, -2.68, -1.23], [-1.22, -2.98, -0.30], [-0.64, -4.32, -2.92], [-1.97, -4.71, -1.92], [0.26, -5.99, -1.31], [0.85, -4.39, -0.95], [-0.48, -4.96, -0.03], [-0.43, -0.50, -4.17], [5.62, 0.88, -5.68], [4.06, 1.95, -5.42], [6.77, 0.91, -4.10], [5.20, -0.93, -6.20], [6.19, 1.32, -6.48], [7.20, -1.72, -3.97], [-3.02, 2.36, -5.69], [-0.41, 4.94, -5.70], [-0.10, -3.50, 2.22], [0.80, -4.80, 2.95], [1.49, -4.28, 4.37], [1.99, -5.28, 1.87], [-0.24, -6.06, 3.24], [0.75, 3.53, -3.65], [-7.37, -4.29, 1.71], [-7.26, -4.82, 0.43], [-7.61, -6.14, 0.20], [-8.08, -6.92, 1.24], [-8.19, -6.40, 2.52], [-7.83, -5.08, 2.76], [-7.09, -3.27, 1.90], [-6.90, -4.20, -0.38], [-7.53, -6.55, -0.80], [-8.37, -7.95, 1.05], [-8.56, -7.01, 3.33], [-7.91, -4.67, 3.75], [1.03, -1.72, 7.46], [1.20, -1.25, 6.04], [1.55, 0.16, 5.98], [2.81, 0.45, 6.24], [3.69, -0.32, 6.50], [2.94, 1.78, 6.18], [4.25, 2.25, 6.51], [0.31, -1.09, 7.99], [0.68, -2.75, 7.48], [1.97, -1.67, 8.01], [0.26, -1.35, 5.50], [1.95, -1.84, 5.51], [5.01, 1.75, 5.93], [4.44, 2.11, 7.58], [4.26, 3.32, 6.29], [9.03, 2.58, -1.41], [9.57, 3.51, -2.48], [8.68, 4.61, -2.77], [9.05, 5.35, -3.97], [10.38, 6.10, -3.98], [8.28, 5.42, -1.63], [9.39, 6.09, -0.81], [8.04, 2.22, -1.68], [9.69, 1.71, -1.30], [8.97, 3.05, -0.43], [9.71, 2.93, -3.40], [10.58, 3.84, -2.18], [8.24, 6.04, -4.21], [9.06, 4.63, -4.80], [10.34, 7.01, -3.38], [10.63, 6.40, -5.00], [11.21, 5.49, -3.61], [7.70, 4.79, -0.96], [7.58, 6.18, -1.98], [10.22, 5.42, -0.61], [8.98, 6.41, 0.16], [9.77, 6.99, -1.29]], "homo_lumo_gap_ev": 2.4, "lumo_energy_ev": -6.692, "charge": 1}

(4)
{"formula": "C18H34BF6O5", "method": "ωB97M-V/def2-TZVPD", "species": ["C", "C", "C", "B", "C", "C", "C", "O", "C", "C", "C", "C", "H", "H", "H", "H", "H", "H", "H", "H", "H", "H", "H", "H", "H", "H", "H", "H", "H", "H", "H", "H", "H", "H", "H", "H", "C", "C", "O", "C", "O", "C", "F", "F", "F", "H", "H", "H", "H", "H", "C", "C", "O", "C", "O", "C", "F", "F", "F", "H", "H", "H", "H", "H"], "xyz": [[1.25, -5.93, -1.24], [1.19, -4.42, -1.46], [1.10, -3.99, -2.92], [1.04, -2.35, -3.17], [-0.42, -1.93, -3.81], [-1.67, -2.17, -2.95], [-1.61, -1.52, -1.59], [-1.62, -0.08, -1.69], [2.26, -1.80, -4.16], [3.19, -0.72, -3.56], [4.03, -1.29, -2.42], [2.40, 0.52, -3.10], [0.46, -6.43, -1.81], [2.21, -6.34, -1.57], [1.12, -6.21, -0.18], [0.33, -4.01, -0.91], [2.08, -3.95, -1.01], [0.20, -4.47, -3.34], [1.95, -4.43, -3.46], [1.17, -1.80, -2.06], [-0.56, -2.50, -4.75], [-0.41, -0.88, -4.14], [-2.57, -1.78, -3.45], [-1.84, -3.25, -2.81], [-2.47, -1.79, -0.97], [-0.69, -1.82, -1.07], [-0.84, 0.15, -2.22], [1.83, -1.39, -5.09], [2.90, -2.64, -4.48], [3.90, -0.39, -4.33], [3.37, -1.67, -1.63], [4.65, -2.12, -2.77], [4.69, -0.53, -1.99], [2.90, 1.45, -3.39], [1.40, 0.53, -3.54], [2.27, 0.53, -2.01], [-1.79, 2.37, 0.41], [-2.91, 3.16, 1.02], [-2.41, 4.18, 1.94], [-1.94, 5.29, 1.39], [-1.93, 5.60, 0.24], [-1.41, 6.22, 2.50], [-0.63, 5.54, 3.36], [-2.43, 6.74, 3.20], [-0.70, 7.22, 1.99], [-1.17, 1.90, 1.18], [-2.19, 1.57, -0.22], [-1.15, 2.99, -0.22], [-3.55, 2.54, 1.65], [-3.52, 3.66, 0.27], [-1.43, 3.52, 5.94], [-0.60, 2.88, 4.84], [-0.10, 1.59, 5.25], [-0.96, 0.59, 5.19], [-2.10, 0.63, 4.82], [-0.29, -0.72, 5.66], [0.33, -0.54, 6.84], [0.63, -1.11, 4.77], [-1.19, -1.68, 5.81], [-0.85, 3.60, 6.86], [-1.73, 4.52, 5.63], [-2.32, 2.93, 6.14], [0.30, 3.46, 4.64], [-1.16, 2.77, 3.92]], "homo_lumo_gap_ev": 7.2, "lumo_energy_ev": 2.215, "charge": -1}

(5)
{"formula": "C4H8N2O", "method": "ωB97M-V/def2-TZVPD", "species": ["H", "N", "N", "O", "C", "C", "C", "C", "H", "H", "H", "H", "H", "H", "H"], "xyz": [[-2.91, 0.23, -1.73], [-2.37, -0.45, -1.17], [-1.45, 0.13, -0.56], [-1.12, 1.32, -0.64], [-0.58, -0.86, 0.64], [0.70, -0.39, 1.23], [1.41, -0.12, -0.07], [1.53, 1.10, -0.59], [-1.40, -0.80, 1.36], [-0.58, -1.82, 0.13], [0.55, 0.54, 1.79], [1.20, -1.16, 1.81], [1.77, -0.99, -0.61], [1.38, 2.00, 0.01], [1.87, 1.26, -1.60]], "homo_lumo_gap_ev": 10.1, "lumo_energy_ev": 0.990, "charge": 0}

(6)
{"formula": "C4H7NO", "method": "ωB97M-V/def2-TZVPD", "species": ["C", "C", "N", "C", "C", "O", "H", "H", "H", "H", "H", "H", "H"], "xyz": [[-0.39, -1.17, 1.99], [-0.33, -0.11, 0.93], [0.54, -0.14, 0.01], [0.53, 0.95, -0.95], [0.27, 0.43, -2.35], [-0.22, 1.10, -3.22], [-1.33, -1.72, 1.93], [-0.36, -0.71, 2.99], [0.45, -1.86, 1.88], [-1.06, 0.71, 1.00], [-0.20, 1.75, -0.73], [1.53, 1.40, -0.96], [0.57, -0.62, -2.52]], "homo_lumo_gap_ev": 10.8, "lumo_energy_ev": 1.005, "charge": 0}

(7)
{"formula": "ClH3O2SSi", "method": "ωB97M-V/def2-TZVPD", "species": ["O", "O", "Si", "S", "Cl", "H", "H", "H"], "xyz": [[1.33, 1.26, -0.06], [-1.16, 0.81, -0.92], [-1.38, -0.28, 0.10], [1.39, -0.15, 0.72], [2.60, -1.44, -0.35], [0.50, 1.36, -0.65], [-1.68, 0.14, 1.61], [-1.59, -1.70, -0.45]], "homo_lumo_gap_ev": 9.4, "lumo_energy_ev": -0.506, "charge": 0}

(8)
{"formula": "C6H12N6", "method": "ωB97M-V/def2-TZVPD", "species": ["C", "C", "C", "C", "C", "C", "N", "N", "N", "N", "N", "N", "H", "H", "H", "H", "H", "H", "H", "H", "H", "H", "H", "H"], "xyz": [[0.90, 0.87, -1.08], [-0.03, -0.15, -0.57], [-0.76, 1.22, 1.35], [2.49, -0.72, -1.84], [-1.21, 0.42, 0.22], [-0.54, -2.46, 0.06], [0.40, 1.58, 1.59], [-1.62, 1.29, 2.44], [2.08, 0.54, -1.62], [3.04, -1.21, -2.87], [-2.80, 1.74, 2.71], [0.16, -1.41, -0.64], [0.76, 1.79, -0.56], [-2.05, 1.02, -0.23], [-1.78, -0.37, 0.61], [-1.67, -2.28, -0.16], [-0.22, -3.40, -0.42], [-0.33, -2.42, 1.11], [0.65, 1.77, 2.55], [2.54, 1.42, -1.91], [3.25, -0.72, -3.76], [3.24, -2.22, -2.81], [-3.46, 2.26, 2.16], [-3.04, 1.43, 3.69]], "homo_lumo_gap_ev": [5.8, 5.2], "lumo_energy_ev": [-9.928, -9.937], "charge": 2}